# 1
Molecular formula: F2HPS
Method: DFT, ωB97M-V/def2-TZVPD

```
5
Properties=species:S:1:pos:R:3:forces:R:3
F -0.369564 -1.480703 -0.121759 0.0463 0.7905 0.7038
F 1.166822 0.149887 -0.852394 -0.2481 0.4569 -0.8647
P -0.006848 0.027087 0.177389 -4.1377 1.6262 -4.0033
S -1.746651 1.362150 -0.283350 3.8904 -2.8019 1.4377
H 0.956242 -0.058422 1.080115 0.4491 -0.0718 2.7266
```
Forces are in eV/Å.

For the HOMO-LUMO gap, the calculation gives 9.1 eV. The HOMO energy comes out at -9.6 eV. As for the energy relative to the best compared isomer or geometry (same formula, charge and spin): 141.5 kJ/mol. Its SMILES is F[PH](F)=S. The calculation puts the energy at -25575.7917 eV.


# 2
Molecular formula: C25H20FeN6O2S
Method: DFT, ωB97M-V/def2-TZVPD

```
55
Properties=species:S:1:pos:R:3:forces:R:3
Fe -0.120246 1.244506 -0.323202 -0.4895 -1.5901 -0.7688
O -2.392465 3.972462 1.612794 -0.2584 -0.0848 -0.0978
C -1.932115 3.088820 0.926508 0.9232 0.3536 0.3862
N -0.596976 2.738898 0.791235 -0.4587 1.4644 0.9898
C 0.433419 3.349700 1.457205 0.2000 -0.3285 -0.2313
C 0.353525 4.351884 2.439822 -0.0333 0.0990 0.0253
C 1.504078 4.826469 3.023859 -0.2944 -0.0026 -0.0191
C 2.759230 4.342325 2.638170 0.0968 -0.0965 -0.1469
C 2.879936 3.362909 1.677433 0.1063 -0.0342 -0.0296
C 1.728548 2.827122 1.082830 -0.3800 0.0121 0.1472
N 1.651896 1.813311 0.158481 1.8180 0.3774 -0.1021
C 2.725956 1.054851 -0.251523 -0.2185 1.0832 0.9979
O 3.863338 1.116304 0.176599 0.1300 -0.2606 -0.2749
C 2.333087 0.057495 -1.282464 -0.3173 -0.6351 -0.6277
C 3.291918 -0.719434 -1.918298 0.0748 0.2615 0.3245
C 2.895051 -1.647232 -2.859732 -0.2993 -0.0833 -0.1672
C 1.538800 -1.773619 -3.144050 0.3445 -0.0571 0.0073
C 0.647166 -0.966595 -2.470695 -0.2815 0.1258 0.0999
N 1.016793 -0.066059 -1.555172 0.6540 -0.1964 -0.3645
C -2.793678 2.199423 0.094121 -0.3548 -0.4549 -0.4487
C -4.175337 2.292093 0.133049 0.2147 0.1602 0.1908
C -4.928466 1.402356 -0.608812 0.0455 -0.1944 -0.1510
C -4.275767 0.438115 -1.369357 -0.1650 0.1482 0.0951
C -2.897505 0.415544 -1.362295 0.2202 0.0089 -0.0680
N -2.158038 1.281694 -0.661666 -0.9950 0.0555 -0.0231
H -0.613516 4.730203 2.719108 -0.0390 0.0605 0.0596
H 1.432116 5.588107 3.788356 0.0148 0.0090 -0.0064
H 3.651586 4.745030 3.098430 0.0059 0.0006 -0.0080
H 3.845978 3.001578 1.371081 0.0576 -0.0273 0.0482
H 4.327746 -0.562447 -1.650677 0.0039 -0.0181 -0.0147
H 3.621752 -2.259209 -3.376652 0.0227 0.0046 0.0097
H 1.183582 -2.484742 -3.875612 -0.0416 0.0125 0.0011
H -0.414342 -1.035076 -2.669453 0.0007 -0.0544 -0.0082
H -4.616428 3.052524 0.762160 -0.0245 -0.0008 -0.0204
H -6.008999 1.443705 -0.591990 -0.0014 0.0291 0.0069
H -4.827292 -0.280588 -1.957687 0.0175 -0.0170 0.0002
H -2.348066 -0.322174 -1.931761 -0.0604 -0.0294 -0.0294
N 2.206112 -1.097540 2.019586 0.1615 -0.2026 0.1133
C 1.015845 -1.456238 1.532658 -0.0948 0.1566 -0.3304
S -0.247781 -0.315875 1.620777 -0.4199 -0.4043 0.3280
N 0.945633 -2.683423 0.988254 0.0396 0.0306 0.2118
C -0.115972 -3.357323 0.310248 -0.1511 0.0027 -0.1670
C -1.456112 -3.275189 0.674228 0.2032 0.0522 0.0955
C -2.414414 -3.946061 -0.071185 0.0248 0.0075 -0.0106
C -2.051474 -4.725033 -1.159077 -0.0453 0.0296 0.0355
C -0.709285 -4.855074 -1.480511 0.0232 -0.0814 -0.0757
C 0.253915 -4.178758 -0.751309 0.0555 0.1216 0.0122
H 2.310272 -0.185414 2.433954 -0.0880 -0.0043 -0.0101
H 2.972588 -1.746202 2.113339 0.0283 0.0442 -0.0517
H 1.824451 -3.180302 0.949959 -0.0249 -0.0814 -0.0050
H -1.754954 -2.726300 1.547847 0.0090 0.2362 0.1060
H -3.452611 -3.866546 0.223904 0.0057 -0.0295 -0.0092
H -2.805721 -5.246546 -1.732675 0.0186 -0.0148 0.0013
H -0.409072 -5.490778 -2.302956 0.0225 -0.0001 0.0046
H 1.302316 -4.287652 -1.007183 -0.0063 0.0369 -0.0305
```
Forces are in eV/Å.

The charge is +1. For the HOMO-LUMO gap (alpha / beta), the calculation gives 7.2 / 5.9 eV. The HOMO energy (alpha / beta) comes out at -10.4 / -10.7 eV. As for the energy relative to the best compared isomer or geometry (same formula, charge and spin): 75.5 kJ/mol. As for the spin multiplicity: 6. The calculation puts the energy at -84504.6016 eV.